# 1
{"formula": "C18H28F6KNO7S2", "method": "ωB97M-V with the def2-TZVPD basis set", "elements": ["K", "C", "O", "C", "C", "O", "C", "C", "O", "C", "H", "H", "H", "H", "H", "H", "H", "H", "H", "H", "H", "H", "H", "H", "C", "C", "C", "C", "C", "C", "C", "C", "C", "C", "H", "H", "H", "H", "H", "H", "H", "H", "H", "H", "H", "H", "H", "H", "F", "C", "F", "F", "S", "O", "O", "N", "S", "O", "O", "C", "F", "F", "F"], "xyz": [[0.8133, 0.1236, 0.1168], [-0.3070, -2.4369, -2.0277], [0.6893, -2.1967, -1.0438], [2.0225, -2.4436, -1.4893], [2.5896, -1.3177, -2.3228], [2.8142, -0.2036, -1.4667], [3.1899, 1.0132, -2.1173], [1.9841, 1.7678, -2.6358], [1.0559, 2.1105, -1.6078], [1.4530, 3.2623, -0.8433], [-0.1678, -3.4250, -2.4759], [-0.2923, -1.6826, -2.8213], [-1.2733, -2.3928, -1.5323], [2.0637, -3.3790, -2.0559], [2.6286, -2.5632, -0.5912], [1.9067, -1.0575, -3.1395], [3.5353, -1.6418, -2.7690], [3.8781, 0.8061, -2.9444], [3.7303, 1.5929, -1.3707], [1.4321, 1.1598, -3.3557], [2.3154, 2.6712, -3.1585], [1.5189, 4.1444, -1.4843], [2.4118, 3.0981, -0.3455], [0.6821, 3.4300, -0.0966], [-2.1601, -2.5190, 1.7814], [-3.4114, -1.6968, 1.4630], [-3.7596, -0.7676, 2.6219], [-3.2213, -0.9714, 0.1482], [-3.7299, -1.4946, -1.0386], [-3.4834, -0.8836, -2.2612], [-2.7079, 0.2699, -2.3505], [-2.3951, 0.8926, -3.6872], [-2.2274, 0.8124, -1.1625], [-2.4914, 0.2098, 0.0666], [-2.2593, -3.0694, 2.7204], [-1.2929, -1.8598, 1.8915], [-1.9267, -3.2373, 0.9923], [-4.2459, -2.3876, 1.3193], [-2.9027, -0.1577, 2.9238], [-4.0559, -1.3501, 3.4973], [-4.5776, -0.0887, 2.3717], [-4.3293, -2.4001, -0.9959], [-3.8897, -1.3221, -3.1676], [-1.7193, 0.2579, -4.2680], [-1.9180, 1.8668, -3.5774], [-3.2946, 1.0340, -4.2888], [-1.6273, 1.7176, -1.2007], [-2.1010, 0.6798, 0.9654], [5.0056, 1.2585, 3.8089], [4.1825, 0.2682, 3.4818], [3.5703, -0.1759, 4.5731], [4.8748, -0.7291, 2.9198], [2.9863, 0.8161, 2.2208], [2.1699, -0.3513, 1.9179], [3.7771, 1.3472, 1.1398], [2.2255, 1.9535, 3.0340], [0.6735, 2.2086, 2.8907], [0.3432, 3.5606, 3.2150], [0.1460, 1.6138, 1.6612], [-0.0817, 1.2385, 4.2369], [0.5119, 1.5509, 5.3866], [-1.3822, 1.5359, 4.3143], [0.0505, -0.0701, 4.0132]], "atomic_forces_ev_per_a": [[-0.98, -1.01, -2.04], [0.17, -0.01, 0.03], [0.18, -0.28, -0.24], [-0.24, 0.01, 0.05], [0.12, 0.28, 0.05], [0.16, 0.00, -0.37], [0.02, -0.37, 0.07], [-0.24, 0.18, 0.13], [0.32, 0.34, -0.13], [-0.05, -0.23, -0.23], [-0.04, -0.03, -0.01], [0.02, 0.01, -0.01], [0.02, 0.02, 0.03], [-0.04, -0.02, -0.05], [0.00, 0.04, 0.04], [-0.02, 0.00, -0.02], [0.07, -0.01, -0.03], [0.00, 0.00, -0.03], [-0.03, -0.02, 0.06], [-0.05, -0.02, 0.04], [0.04, 0.04, -0.03], [0.04, -0.01, -0.10], [-0.03, 0.01, 0.04], [0.00, -0.05, 0.03], [0.20, 0.00, 0.09], [-0.05, -0.04, -0.09], [0.04, 0.11, 0.15], [0.01, 0.10, -0.05], [-0.03, -0.01, 0.01], [-0.04, -0.07, -0.03], [-0.04, -0.02, 0.05], [0.02, 0.03, -0.03], [0.02, -0.02, 0.05], [0.22, 0.14, -0.09], [-0.10, 0.03, -0.04], [-0.03, 0.01, -0.01], [-0.06, 0.04, -0.02], [-0.04, -0.05, 0.02], [-0.05, -0.05, -0.07], [0.01, 0.01, -0.04], [0.02, -0.07, -0.03], [0.04, 0.05, -0.06], [-0.01, 0.02, 0.03], [-0.02, 0.00, 0.02], [0.01, -0.03, 0.08], [-0.02, -0.04, 0.04], [-0.06, -0.03, 0.04], [-0.04, -0.07, -0.05], [-0.01, -0.19, 0.01], [0.15, -0.05, -0.06], [0.07, -0.02, -0.08], [0.10, 0.07, 0.30], [-0.74, 0.39, -0.12], [1.33, 0.18, 1.26], [-0.19, -0.14, 0.28], [-0.06, -0.29, -0.16], [0.51, 0.11, -0.80], [0.07, -0.28, -0.18], [-0.55, 1.60, 1.95], [-0.03, -0.08, 0.19], [-0.18, -0.14, -0.03], [0.11, -0.13, 0.06], [-0.06, 0.07, 0.10]], "mulliken_charge": [1.7157, -0.3422, -0.2347, -0.9033, -0.5010, -0.2348, -0.7104, -0.6509, -0.0683, -0.7790, 0.4369, 0.2077, -0.2641, 0.4679, 0.3322, 0.3115, 0.4039, 0.4808, 0.3010, 0.2989, 0.4645, 0.3731, 0.3589, 0.0949, -1.1035, 0.2874, -1.4660, 0.4073, -0.6831, -0.6620, 0.9211, -1.5791, -0.5521, -0.0283, 0.4785, -0.0112, 0.2751, 0.3991, 0.1217, 0.4805, 0.3805, 0.3308, 0.3594, 0.2942, 0.3538, 0.4117, 0.1694, 0.4402, -0.1917, 0.3491, -0.2015, -0.2004, 1.0887, -0.8214, -0.6596, -0.5430, 1.0607, -0.6756, -0.7015, 0.5651, -0.2297, -0.2241, -0.1994], "de_lowest_kj_mol": 91.34, "total_energy_ha": -3279.63235, "charge": 0, "max_force_ev_per_a": 2.6, "orbital_gap_ev": 9.13}


# 2
{"formula": "C18H28N2O6Y", "method": "ωB97M-V with the def2-TZVPD basis set", "elements": ["Y", "C", "C", "O", "C", "C", "O", "C", "C", "O", "C", "C", "O", "C", "C", "O", "C", "C", "O", "H", "H", "H", "H", "H", "H", "H", "H", "H", "H", "H", "H", "H", "H", "H", "H", "H", "H", "H", "H", "H", "H", "H", "H", "N", "C", "C", "C", "C", "C", "N", "C", "H", "H", "H", "H"], "xyz": [[0.2445, 0.0967, 0.1888], [3.1760, -0.4963, 1.5359], [3.4353, -0.2090, 0.0795], [2.4742, 0.7750, -0.3901], [2.8477, 2.1715, -0.2205], [1.8648, 2.8489, 0.7121], [0.5042, 2.4258, 0.4282], [-0.2138, 3.1534, -0.6077], [-0.0210, 2.5178, -1.9676], [-0.2400, 1.0860, -1.8345], [0.1019, 0.3413, -3.0374], [-0.2122, -1.1048, -2.7868], [0.4798, -1.4992, -1.5681], [0.3155, -2.9037, -1.2195], [-0.7782, -3.0322, -0.1890], [-0.5451, -2.0905, 0.8888], [0.1198, -2.5812, 2.0788], [1.6001, -2.2998, 2.0323], [1.7762, -0.8940, 1.6874], [3.3285, 0.3852, 2.1563], [3.8338, -1.2851, 1.8973], [3.2886, -1.0944, -0.5384], [4.4543, 0.1459, -0.0689], [2.8618, 2.6213, -1.2095], [3.8534, 2.2443, 0.1932], [1.9484, 3.9311, 0.6226], [2.0433, 2.5795, 1.7515], [0.1188, 4.1900, -0.6354], [-1.2599, 3.1377, -0.3116], [0.9811, 2.6739, -2.3659], [-0.7442, 2.9340, -2.6698], [1.1629, 0.4841, -3.2447], [-0.4864, 0.7072, -3.8786], [0.1442, -1.7016, -3.6253], [-1.2850, -1.2683, -2.6629], [1.2755, -3.2428, -0.8370], [0.0828, -3.4872, -2.1099], [-0.8258, -4.0503, 0.1961], [-1.7528, -2.7821, -0.6072], [-0.0497, -3.6500, 2.2002], [-0.3410, -2.0643, 2.9194], [2.1194, -2.9076, 1.2908], [2.0315, -2.4903, 3.0145], [-5.8131, -0.0374, -1.6621], [-5.1193, 0.1527, -0.7665], [-4.1837, 0.3451, 0.3089], [-4.5711, 0.5141, 1.6370], [-3.5844, 0.6910, 2.5962], [-2.2614, 0.6847, 2.2098], [-1.8767, 0.5207, 0.9289], [-2.8354, 0.3691, 0.0031], [-5.6203, 0.5103, 1.9049], [-3.8389, 0.8353, 3.6373], [-1.4793, 0.8265, 2.9479], [-2.5294, 0.2725, -1.0328]], "atomic_forces_ev_per_a": [[0.79, -0.61, -0.19], [0.00, 0.01, 0.05], [0.02, 0.07, 0.02], [-0.04, -0.02, 0.36], [0.07, -0.07, -0.04], [-0.03, 0.02, -0.09], [0.12, -0.01, -0.23], [0.03, -0.03, 0.01], [-0.01, 0.02, 0.00], [0.05, 0.05, -0.15], [0.00, 0.03, -0.01], [0.02, 0.01, 0.01], [-0.28, 0.19, 0.06], [0.03, -0.03, -0.02], [0.00, -0.01, 0.04], [0.35, 0.05, -0.10], [-0.02, 0.03, -0.01], [-0.02, 0.02, 0.05], [0.06, -0.07, -0.22], [-0.01, 0.01, 0.06], [-0.03, -0.05, 0.05], [-0.02, -0.02, -0.04], [0.01, 0.04, -0.08], [0.00, 0.01, -0.06], [0.02, 0.00, -0.01], [-0.06, 0.05, 0.06], [-0.03, -0.03, 0.05], [0.00, 0.04, 0.05], [-0.04, -0.03, 0.06], [0.03, -0.02, -0.02], [-0.02, -0.02, -0.04], [0.05, 0.04, 0.01], [-0.03, 0.05, -0.01], [0.04, -0.06, 0.00], [-0.04, -0.03, -0.01], [0.06, 0.02, -0.01], [0.01, 0.03, -0.04], [-0.04, -0.01, 0.05], [-0.05, 0.02, 0.01], [-0.06, -0.03, 0.01], [-0.05, 0.02, 0.02], [0.03, -0.01, -0.03], [0.07, 0.03, 0.03], [0.10, 0.05, 0.10], [-0.04, -0.06, 0.00], [-0.17, 0.06, -0.05], [-0.04, -0.01, 0.00], [-0.10, 0.01, 0.04], [0.10, 0.03, 0.02], [-0.90, 0.31, 0.28], [0.03, -0.06, -0.02], [0.01, 0.00, 0.01], [-0.01, 0.00, -0.01], [0.03, 0.00, -0.02], [0.04, -0.01, -0.02]], "mulliken_charge": [1.4169, -0.6131, -0.5960, -0.2827, -0.4945, -0.6546, -0.4035, -0.7664, -0.5678, 0.2786, -0.8261, -0.7009, -0.1606, -0.6954, -0.6704, -0.3584, -0.8651, -0.4970, -0.3841, 0.2696, 0.5992, 0.2689, 0.5919, 0.2839, 0.5331, 0.5050, 0.2719, 0.5197, 0.3032, 0.3162, 0.5189, 0.4523, 0.4463, 0.4700, 0.4599, 0.2070, 0.5726, 0.5133, 0.3275, 0.4407, 0.3429, 0.4067, 0.5108, -0.3235, -0.3777, -0.1946, -0.1555, -0.9785, -0.3485, 0.6516, 0.2213, 0.5759, 0.4888, 0.5549, 0.5956], "de_lowest_kj_mol": 2.69, "total_energy_ha": -1301.08665, "charge": 3, "max_force_ev_per_a": 1.0, "orbital_gap_ev": 9.73}


The records above give, respectively, molar mass values of 587.6, 457.3 g mol⁻¹.